The following is a quantum chemistry calculation of a structure of composition C4H6O2, from OMol25.

Properties
LUMO energy = -0.1 eV
Gap between HOMO and LUMO = 9.8 eV
Energy = -8336.7768 eV
Total charge = 0

Element x y z (Å)
C  -1.63708  0.46171  0.39547
C  -0.48915  -0.12963  -0.35571
O  -0.35460  -0.05314  -1.57974
C  0.74696  -0.63896  0.25426
C  1.93965  0.10130  -0.37848
O  3.08506  -0.04036  -0.03400
H  -1.72796  0.13914  1.43503
H  -1.39775  1.53108  0.38089
H  -2.56738  0.30470  -0.14797
H  -0.23323  -1.48299  -0.10216
H  1.00007  -1.12652  1.18623
H  1.63541  0.93366  -1.05382


The following is a quantum chemistry calculation of a cluster of 2 separate species, C5H11N in total, from OMol25.

Properties
LUMO energy = 1.1 eV
Gap between HOMO and LUMO = 10.3 eV
Energy = -6850.8484 eV
Total charge = 0
Structure (SMILES) = C=CC.C=NC

Element x y z (Å)
C  -1.44314  0.76081  0.85768
C  -2.43185  0.58890  -0.31082
C  -2.16533  1.09163  -1.56042
H  -1.04569  1.75491  0.79123
H  -1.98347  0.53487  1.85217
H  -0.67136  -0.03973  0.70497
H  -3.39724  0.11571  -0.10056
H  -2.86703  1.19082  -2.39238
H  -1.13769  1.43813  -1.68944
C  1.98304  -1.12859  1.30511
C  2.34772  -0.79718  -1.08343
N  1.65594  -1.38099  -0.17211
H  2.32442  -0.06506  1.45296
H  2.65106  -1.93549  1.68559
H  0.99303  -1.29840  1.79841
H  1.93550  -0.79140  -2.15924
H  3.25211  -0.03896  -0.97972


The following is a quantum chemistry calculation of a structure of composition C31H47Cl3MoN4O2, from OMol25.

Properties
LUMO energy (spin up / spin down) = 3.9 / 3.9 eV
Multiplicity = 3
Gap between HOMO and LUMO (spin up / spin down) = 1.5 / 4.6 eV
Energy = -82382.5610 eV
Total charge = -2

Element x y z (Å)
Mo  -0.06402  -0.08505  1.50652
C  -0.60158  -1.67040  5.37828
C  -0.72134  -0.70237  3.36826
N  -0.01117  -0.77605  4.52704
H  -2.54101  -2.69674  5.19142
N  -1.83066  -1.45521  3.57574
H  -0.20764  -1.96931  6.33296
C  0.61760  -1.99325  0.87020
C  0.51656  -2.23221  -0.51551
C  0.57200  -3.54428  -0.99244
C  0.76750  -4.61101  -0.11481
C  0.96810  -4.36507  1.24282
C  0.85956  -3.06121  1.74871
H  0.37464  -1.37934  -1.18132
H  0.45292  -3.74771  -2.05799
H  1.19995  -5.19287  1.91553
H  0.97816  -2.87495  2.81559
C  0.79654  -6.00863  -0.64133
H  0.69055  -6.72134  0.17900
H  1.74071  -6.21719  -1.15746
H  -0.01381  -6.15632  -1.36178
C  1.26759  -0.07382  4.70990
C  1.35197  0.36295  6.17042
C  2.42810  -0.99264  4.34491
H  1.47497  -0.48999  6.85278
H  2.21628  1.02776  6.30955
H  0.44846  0.91463  6.46055
H  2.11187  1.70493  3.97291
H  0.34304  1.73265  3.87179
H  2.48124  -1.17434  3.26391
C  1.22854  1.09933  3.73554
H  2.37498  -1.96498  4.85121
H  3.37216  -0.50945  4.62488
H  1.35489  0.78681  2.65171
C  -1.76440  -2.06605  4.79801
C  -2.79002  -3.15066  2.12455
H  -3.12585  -3.84542  2.90746
H  -3.43300  -3.29725  1.24731
C  -2.87893  -1.69885  2.58294
H  -3.43142  -0.90190  0.72882
C  -4.21957  -1.44170  3.26781
H  -4.26623  -0.40263  3.62773
H  -1.76391  -3.41066  1.83411
H  -1.67212  -0.98400  0.84985
H  -4.38906  -2.13380  4.10687
H  -5.03540  -1.57409  2.54269
C  -2.61155  -0.73481  1.43754
H  -2.67880  0.32204  1.74203
C  2.38207  2.71902  -6.08872
N  2.31251  2.42628  -4.74160
H  0.85902  2.51704  -7.62368
N  0.40321  1.93938  -5.57076
H  3.23227  3.12487  -6.59122
C  3.34845  2.74123  -3.74983
C  4.59893  3.14891  -4.49263
C  2.85556  3.90388  -2.89227
H  4.42199  4.06320  -5.06847
H  5.39556  3.36721  -3.77837
H  4.95382  2.35661  -5.15812
H  4.25696  1.73369  -2.08593
H  3.93975  0.67224  -3.47453
H  1.88967  3.68000  -2.42322
C  3.53762  1.50544  -2.88367
H  2.75802  4.81212  -3.50187
H  3.59430  4.10196  -2.10429
H  2.59033  1.19633  -2.42487
C  1.18013  2.41068  -6.61106
C  -1.82338  2.69496  -4.92910
H  -1.71464  3.66243  -5.43664
H  -2.88815  2.42527  -4.94603
C  -1.03125  1.62004  -5.66803
H  -2.32890  0.03748  -5.02346
C  -1.41594  1.63047  -7.13035
H  -0.83619  0.90194  -7.70501
H  -1.50012  2.79602  -3.88642
H  -0.90633  0.26276  -3.97273
H  -1.28132  2.63191  -7.55267
H  -2.47345  1.37506  -7.23553
C  -1.25464  0.26651  -5.01246
H  -0.73892  -0.52537  -5.57022
C  1.10034  1.93437  -4.41556
Cl  -3.15986  4.17216  5.61375
C  -3.28663  2.42334  5.36969
Cl  -2.00370  1.55744  6.24810
Cl  -4.85351  1.84699  5.92810
C  -3.06438  2.13428  3.77607
O  -4.08053  1.70545  3.19217
O  -1.90606  2.38285  3.37425


The following is a quantum chemistry calculation of a cluster of 5 separate species, C20H38O11S4 in total, from OMol25.

Properties
LUMO energy = 0.1 eV
Gap between HOMO and LUMO = 10.0 eV
Energy = -87210.2906 eV
Total charge = 0
Structure (SMILES) = C[C@H]1COC(=O)O1.O=S1(=O)CCCC1.O=S1(=O)CCCC1.O=S1(=O)CCCC1.O=S1(=O)CCCC1

Element x y z (Å)
C  1.10023  0.52903  0.16759
C  1.71423  -0.51997  1.13859
C  1.38023  -0.31097  2.61259
O  0.63323  -1.43197  2.90759
C  0.43823  -2.24597  1.86459
O  -0.21077  -3.24997  1.82959
O  1.04023  -1.64997  0.85359
H  1.49723  0.71503  -0.90341
H  1.21923  1.59003  0.71959
H  0.05523  0.59403  0.09359
H  2.72623  -0.46997  0.97459
H  0.64523  0.40703  2.70559
H  2.35223  -0.16997  3.17959
C  -2.39877  -5.12197  1.04359
C  -2.65377  -6.02297  -0.10341
C  -3.41277  -7.16497  0.55759
S  -4.32777  -6.52497  1.90159
O  -3.72977  -7.15097  3.11759
O  -5.72377  -6.44997  1.83759
C  -3.70677  -4.94197  1.83059
H  -2.17077  -4.01997  0.53559
H  -1.57077  -5.43197  1.70359
H  -1.65577  -6.41997  -0.67541
H  -3.17777  -5.39297  -0.86541
H  -2.61577  -7.95697  0.92959
H  -4.09977  -7.60597  -0.09041
H  -3.41677  -4.55097  2.88259
H  -4.58577  -4.27897  1.47359
C  -3.64777  -0.84097  3.41159
C  -2.39677  -1.27397  4.15159
C  -1.70277  0.00703  4.60859
S  -2.33777  1.27603  3.57359
O  -1.30477  2.04003  2.97859
O  -3.38077  1.92603  4.35859
C  -3.19077  0.27003  2.49859
H  -4.52077  -0.70897  4.15759
H  -4.12277  -1.55897  2.82959
H  -1.76677  -1.89897  3.47559
H  -2.67977  -1.99297  5.07159
H  -0.61177  -0.16397  4.65859
H  -1.83277  0.30903  5.72859
H  -2.48177  0.04103  1.67059
H  -4.01377  0.85703  2.01059
C  5.21023  0.10103  -4.68541
C  5.33323  1.58403  -4.74341
C  3.96023  2.00203  -5.31441
S  2.83623  1.22703  -4.28541
O  1.66523  1.03003  -5.14641
O  2.69323  1.91703  -3.06641
C  3.87323  -0.23997  -4.00741
H  5.89223  -0.39497  -4.05041
H  5.44423  -0.26297  -5.84441
H  6.16723  1.82503  -5.39941
H  5.82123  1.86103  -3.82041
H  3.74323  1.76803  -6.30341
H  3.70623  3.13503  -5.05941
H  3.49623  -0.97397  -4.43141
H  3.94123  -0.31597  -3.03341
C  0.98123  4.41103  -0.66141
C  1.78523  4.77703  -2.00641
C  0.78023  5.77803  -2.68841
S  0.17923  6.78803  -1.29641
O  -1.27077  6.78903  -1.49241
O  0.83123  7.98903  -1.23641
C  0.37023  5.66503  -0.03941
H  1.32223  3.80303  0.09559
H  0.10723  3.88203  -0.94241
H  1.94423  3.96303  -2.58741
H  2.70723  5.60503  -1.91341
H  -0.13177  5.35603  -3.30541
H  1.05023  6.52403  -3.38741
H  -0.60277  5.36603  0.33459
H  0.81023  6.00303  0.91159


The following is a quantum chemistry calculation of a structure of composition C6H10O, from OMol25.

Properties
LUMO energy = 1.2 eV
Gap between HOMO and LUMO = 10.6 eV
Energy = -8427.5172 eV
Total charge = 0

Element x y z (Å)
C  1.09443  -0.42357  -0.59670
C  0.62991  0.04762  0.73214
C  0.21832  0.80029  -0.54217
C  -1.25024  0.51816  -0.21024
O  -1.88948  -0.56833  -0.88782
C  -1.49212  -1.47530  0.16061
C  -0.83912  -0.34017  0.98232
H  2.14953  -0.22586  -0.77685
H  2.84577  1.72958  -0.49715
H  0.75791  -1.35429  -1.04110
H  1.31542  0.36746  1.51252
H  2.32969  2.21588  -0.28020
H  0.55701  1.72893  -0.98453
H  -1.87753  1.40934  -0.09854
H  -0.83351  -2.26374  -0.21900
H  -2.36709  -1.92889  0.63616
H  -1.21785  -0.17816  1.99094


The following is a quantum chemistry calculation of a cluster of 2 separate species, C13H27N4O2S2 in total, from OMol25.

Properties
LUMO energy = -3.4 eV
Gap between HOMO and LUMO = 7.8 eV
Energy = -45636.6834 eV
Total charge = +1

Element x y z (Å)
S  4.38811  -2.83619  1.51804
C  2.92276  -2.66434  0.87172
S  1.96462  -4.14799  0.63006
C  0.39365  -3.58730  -0.07988
C  -0.70536  -3.36006  0.95035
C  -1.91041  -2.61193  0.36295
N  -1.48961  -1.25616  -0.00694
C  -2.19004  -0.13193  0.19491
N  -2.72246  0.14449  1.36392
C  -2.68159  1.61984  1.62577
C  -1.50142  2.30600  0.95461
C  -1.44687  1.96721  -0.53723
N  -2.31555  0.74374  -0.83627
N  2.30104  -1.45241  0.49585
C  1.69527  -0.75540  1.63970
C  2.60334  0.26779  2.30898
O  3.33200  1.08239  1.41635
C  2.99183  0.88266  0.06909
C  3.13226  -0.57262  -0.34812
H  0.58430  -2.73296  -0.72278
H  0.05983  -4.38069  -0.74580
H  -0.38484  -2.78749  1.81791
H  -1.04494  -4.33022  1.30518
H  -2.65025  -2.53639  1.15540
H  -2.34691  -3.15451  -0.47264
H  -0.61418  -1.14714  -0.50385
H  -2.18536  -0.32508  2.08638
H  -3.63369  2.01197  1.28176
H  -2.60271  1.79952  2.69071
H  -0.55183  2.04082  1.41334
H  -1.63744  3.37769  1.04818
H  -0.43592  1.69318  -0.82008
H  -1.79962  2.80454  -1.12137
H  -1.86170  0.27402  -1.61337
H  0.75991  -0.30657  1.29378
H  1.40891  -1.50707  2.37079
H  3.29572  -0.26016  2.96318
H  1.97718  0.87515  2.97309
H  3.68561  1.47087  -0.52392
H  1.99272  1.27027  -0.17723
H  2.76767  -0.65865  -1.37474
H  4.18787  -0.83060  -0.35762
C  -1.21477  3.93457  -4.60469
O  -0.91864  2.73747  -3.87820
H  -0.27657  4.43890  -4.81566
H  -1.71235  3.69557  -5.54578
H  -1.85125  4.59528  -4.01200
H  -1.75833  2.29989  -3.70380


Values of energy relative to the best compared isomer or geometry (same formula, charge and spin), in order: 3.684; 2.680; 0.000; 1.471; 3.723; 0.000, all in eV.